Record 1
C5H6O | ωB97M-V/def2-TZVPD

E_LUMO in eV: 1.06
Gap between HOMO and LUMO in eV: 10.1911
Energy above the lowest of the compared OMol25 structures with the same formula, charge and spin in kcal per mole: 95.6
2S+1: 1
Net charge: 0

The geometry in XYZ format:
```
12
C5H6O ωB97M-V/def2-TZVPD
C 1.23019 0.77098 0.23296
C 0.10715 0.86771 -0.72979
O -0.23882 -0.09135 -1.68681
C -1.10801 -0.03569 -0.57351
C -1.06698 -1.12087 0.36396
C -1.06059 -2.00516 1.18463
H 1.16058 -0.15367 0.81000
H 1.15932 1.61961 0.92871
H 2.17016 0.82731 -0.30893
H -0.11197 1.87948 -1.11774
H -1.60206 0.89362 -0.32790
H -1.06385 -2.82194 1.86624
```

***

Record 2
C5H6O | ωB97M-V/def2-TZVPD

E_LUMO in eV: -0.02
Gap between HOMO and LUMO in eV: 10.2230
Energy above the lowest of the compared OMol25 structures with the same formula, charge and spin in kcal per mole: 113.9
2S+1: 1
Net charge: 0

The geometry in XYZ format:
```
12
C5H6O ωB97M-V/def2-TZVPD
C 1.93274 -0.33545 -0.00965
C 1.94274 -0.35956 -1.31381
C 0.45357 -0.74792 0.27104
C -0.51332 0.41052 0.43546
C -1.53951 0.72934 -0.55783
O -1.87248 0.05154 0.64624
H 2.66922 -0.09089 0.76694
H 0.57860 -1.25867 1.21609
H 0.01826 -1.48928 -0.42710
H -0.15784 1.21392 1.07980
H -1.59504 0.12756 -1.46424
H -1.91694 1.74886 -0.64296
```

***

Record 3
C5H6O | ωB97M-V/def2-TZVPD

E_LUMO in eV: 0.05
Gap between HOMO and LUMO in eV: 8.7431
Energy above the lowest of the compared OMol25 structures with the same formula, charge and spin in kcal per mole: 96.7
2S+1: 1
Net charge: 0

The geometry in XYZ format:
```
12
C5H6O ωB97M-V/def2-TZVPD
C -1.98367 -0.04125 -0.64691
C -1.08916 -0.07130 0.57098
C 1.20256 -0.50687 0.57231
O 0.25024 0.30054 0.18492
C 2.46069 0.04716 0.15184
C 3.59044 0.39760 -0.10363
H -3.02461 -0.16809 -0.33772
H -1.72509 -0.83855 -1.34820
H -1.89432 0.91715 -1.16399
H -1.03967 -1.05381 1.04485
H -1.40188 0.67289 1.30745
H 4.57056 0.74418 -0.35231
```

***

Record 4
C5H6O | ωB97M-V/def2-TZVPD

E_LUMO in eV: 0.92
Gap between HOMO and LUMO in eV: 10.9634
Energy above the lowest of the compared OMol25 structures with the same formula, charge and spin in kcal per mole: 59.1
2S+1: 1
Net charge: 0

The geometry in XYZ format:
```
12
C5H6O ωB97M-V/def2-TZVPD
C -0.14099 -0.13682 0.42672
C 0.60977 -0.77563 -0.72493
C 1.81198 -1.30318 -0.57236
C -0.42592 1.26198 0.19654
C -0.57530 2.43791 -0.02798
H -1.18597 -1.73041 0.86835
H 0.47092 -0.19350 1.33160
H 0.10776 -0.83495 -1.70557
H 2.37482 -1.25131 0.37571
H 2.31939 -1.83597 -1.39994
H -0.72782 3.48411 -0.16349
O -1.37955 -0.81794 0.61318
```

***

Record 5
C5H6O | ωB97M-V/def2-TZVPD

E_LUMO in eV: 0.38
Gap between HOMO and LUMO in eV: 10.7161
Energy above the lowest of the compared OMol25 structures with the same formula, charge and spin in kcal per mole: 39.9
2S+1: 1
Net charge: 0

The geometry in XYZ format:
```
12
C5H6O ωB97M-V/def2-TZVPD
C 0.15039 1.06650 -1.54821
C 0.46120 0.10669 -0.41078
C -0.76959 -0.49799 0.23436
O -1.85791 -0.55580 -0.29263
C -0.49591 -1.00881 1.58056
C -0.09398 -1.31843 2.67376
H 1.07760 1.50884 -1.92469
H -0.49987 1.87651 -1.20358
H -0.35644 0.55842 -2.37169
H 1.04881 0.59000 0.37773
H 1.07173 -0.73960 -0.75843
H 0.26396 -1.58634 3.64361
```

***

Record 6
C5H6O | ωB97M-V/def2-TZVPD

E_LUMO (alpha / beta) in eV: 0.08 / 0.08
Gap between HOMO and LUMO (alpha / beta) in eV: 8.3011 / 8.3018
Energy above the lowest of the compared OMol25 structures with the same formula, charge and spin in kcal per mole: 80.4
2S+1: 1
Net charge: 0

The geometry in XYZ format:
```
12
C5H6O ωB97M-V/def2-TZVPD
C 1.59434 -0.66535 0.12670
C 0.36892 -0.75448 -0.40208
C -0.33834 0.48328 -0.75865
O 0.39546 1.39017 -1.42182
C -1.55724 0.71037 -0.24547
C -1.88477 0.39974 1.00181
H 2.16569 -1.55048 0.37222
H 2.04808 0.29376 0.37203
H 1.23554 0.94365 -1.61032
H -1.02122 0.07249 1.59731
H -0.14119 -1.70262 -0.49631
H -2.86527 0.37945 1.46460
```